Molecular formula: C21H26N2O7S
Method: DFT, ωB97M-V with the def2-TZVPD basis set

```
57
C21H26N2O7S | the OMol25 dataset | ωB97M-V with the def2-TZVPD basis set
C 4.2192 -0.1832 1.1561
C 3.7874 -1.3315 2.0552
O 2.3751 -1.5326 1.9886
C 1.9292 -2.4710 1.1223
O 2.6691 -3.1576 0.4616
C 0.4665 -2.5739 1.1258
C -0.3922 -1.6023 1.5914
N -0.0587 -0.3583 2.0821
C -1.0001 0.5538 2.4016
O -2.1902 0.3101 2.3975
C -0.4426 1.9418 2.7248
O 0.0753 2.5109 1.5223
C 1.3979 2.5697 1.3712
O 2.1987 2.2643 2.2113
C 1.7535 3.0955 -0.0121
N 0.8770 2.5262 -1.0069
C 0.5901 1.1761 -1.0466
O 1.1321 0.3587 -0.3477
C -0.5650 0.9989 -2.0019
C -1.8171 0.9110 -1.1069
C -3.0863 1.2493 -1.8761
C -2.9903 2.6716 -2.4148
C -1.8516 2.7665 -3.4231
C -0.5253 2.2812 -2.8417
C 0.1611 3.2760 -1.9267
O 0.1705 4.4748 -1.9745
S -2.0466 -2.0451 1.4194
C -1.5900 -3.5713 0.7123
C -2.6535 -4.5321 0.3030
C -0.2403 -3.7101 0.6123
C 0.4437 -4.9104 0.0498
H 5.3009 -0.0863 1.1828
H 3.7687 0.7458 1.4952
H 3.9018 -0.3798 0.1347
H 4.2843 -2.2608 1.7581
H 4.0030 -1.1117 3.1037
H 0.9359 -0.1488 2.0721
H -1.2565 2.5866 3.0612
H 0.3507 1.8866 3.4775
H 2.7990 2.8461 -0.2191
H 1.6197 4.1819 -0.0458
H -0.4719 0.0915 -2.5997
H -1.7196 1.6169 -0.2778
H -1.8794 -0.0911 -0.6813
H -3.2230 0.5486 -2.7023
H -3.9396 1.1542 -1.2041
H -2.8115 3.3637 -1.5896
H -3.9249 2.9590 -2.8983
H -2.0965 2.1583 -4.2966
H -1.7219 3.7993 -3.7515
H 0.1769 2.1372 -3.6742
H -3.6320 -4.1113 0.5181
H -2.5939 -4.7465 -0.7639
H -2.5544 -5.4726 0.8444
H 1.1446 -5.3174 0.7758
H -0.2780 -5.6756 -0.2201
H 1.0210 -4.6307 -0.8289
```

Output
- frontier orbital gap (eV) = 8.5
- SMILES = CCOC(=O)c1c(NC(=O)COC(=O)CN2C(=O)[C@H]3CCCC[C@H]3C2=O)sc(C)c1C
- charge = 0
- energy above the lowest of the compared OMol25 structures with the same formula, charge and spin (kJ/mol) = 1.4
- 2S+1 = 1
- highest occupied orbital energy (eV) = -7.904

natural (NBO) atomic charge list, values in e, 2 entries:
1. C -0.64
2. C -0.07


Molecular formula: C4H4O5Zn
Method: DFT, ωB97M-V with the def2-TZVPD basis set

```
14
C4H4O5Zn | the OMol25 dataset | ωB97M-V with the def2-TZVPD basis set
O 0.8302 2.3813 0.6662
C 1.2416 1.3087 1.0916
O 2.1336 1.0364 1.8928
O 0.4867 -0.0004 0.6234
C -0.9102 0.1651 0.2353
H -1.2871 1.0591 0.7594
C -0.9765 0.4409 -1.2619
H -0.3553 1.3038 -1.5647
H -0.6356 -0.4226 -1.8564
H -2.0163 0.6588 -1.5541
C 1.0918 -1.9627 0.1166
O 0.0965 -2.5633 0.3835
O 2.1364 -1.8716 -0.4113
Zn -1.8358 -1.5336 0.8794
```

Output
- frontier orbital gap (alpha / beta) (eV) = 6.4 / 7.4
- charge = -1
- energy above the lowest of the compared OMol25 structures with the same formula, charge and spin (kJ/mol) = 18.1
- 2S+1 = 2
- highest occupied orbital energy (alpha / beta) (eV) = -3.442 / -5.151

natural (NBO) atomic charge list, values in e, 2 entries:
1. O -0.74
2. C 0.98


Molecular formula: C46H53N8O2PtS
Method: DFT, ωB97M-V with the def2-TZVPD basis set

```
111
C46H53N8O2PtS | the OMol25 dataset | ωB97M-V with the def2-TZVPD basis set
Pt 0.4927 -0.4273 0.2077
C 2.0803 0.7720 -5.6150
C 1.7344 -0.6614 -5.1964
C 0.8476 -0.6843 -3.9917
C -0.5001 -0.7080 -3.9350
C -1.4543 -0.7570 -5.0850
C -2.1101 0.6053 -5.3473
C -0.9002 -0.6804 -2.5140
N 0.3116 -0.5778 -1.7669
C 1.3323 -0.6169 -2.6125
C 2.7003 -0.6106 -2.2362
C 3.1925 -0.5918 -0.9562
C 4.6111 -0.4789 -0.5614
C 5.7461 -0.3573 -1.5260
C 5.9216 1.0856 -2.0135
C 4.6473 -0.4198 0.7835
C 3.2530 -0.5105 1.2593
C 2.8222 -0.4581 2.5583
C 1.4773 -0.4838 3.0071
N 0.3984 -0.5056 2.2274
C -0.7516 -0.5903 3.0798
C -2.0868 -0.7373 2.8502
C -2.9049 -1.0168 1.6680
N -1.4344 0.2154 0.2439
C -2.9631 -1.0411 -0.9253
C -2.2102 -0.8095 -2.1677
C -4.2437 -1.4257 -0.8388
C -4.1826 -1.4103 1.6662
C -5.1348 -1.3788 2.8221
C -5.7050 0.0366 2.9798
C -5.2278 -1.4898 -1.9655
C -5.4431 -2.8972 -2.5318
C -0.2464 -0.5577 4.4651
C 1.0980 -0.5121 4.4190
C 2.0595 -0.4210 5.5623
C 2.4003 1.0367 5.8908
C -1.0955 -0.6370 5.6947
C -1.4923 -2.0786 6.0338
N 2.4455 -0.6394 0.1775
C 5.8360 -0.2807 1.6777
C 6.2912 -1.6297 2.2456
H 2.7532 0.7778 -6.4726
H 2.5634 1.3102 -4.7966
H 1.1760 1.3174 -5.8881
H 2.6539 -1.2119 -4.9888
H 1.2390 -1.1708 -6.0236
H -2.2251 -1.5084 -4.8976
H -0.9167 -1.0757 -5.9783
H -2.6151 0.9822 -4.4572
H -2.8407 0.5306 -6.1531
H -1.3598 1.3406 -5.6401
H 3.4243 -0.6206 -3.0387
H 5.5723 -1.0131 -2.3820
H 6.6652 -0.6949 -1.0457
H 5.0178 1.4428 -2.5095
H 6.7513 1.1575 -2.7168
H 6.1293 1.7503 -1.1742
H 3.5833 -0.3970 3.3233
H -2.6609 -0.7379 3.7680
H -2.8499 -0.8389 -3.0397
H -4.6402 -1.6853 3.7451
H -5.9507 -2.0751 2.6293
H -4.9043 0.7556 3.1575
H -6.4021 0.0777 3.8160
H -6.2344 0.3379 2.0753
H -4.9023 -0.8191 -2.7605
H -6.1748 -1.1065 -1.5806
H -4.4958 -3.3443 -2.8378
H -6.1001 -2.8545 -3.3997
H -5.9069 -3.5544 -1.7968
H 2.9749 -0.9667 5.3256
H 1.6239 -0.9019 6.4392
H 2.8109 1.5460 5.0174
H 3.1294 1.0954 6.6989
H 1.5046 1.5776 6.1985
H -1.9909 -0.0233 5.5734
H -0.5405 -0.2125 6.5318
H -2.0568 -2.5358 5.2197
H -2.1056 -2.1076 6.9344
H -0.6051 -2.6890 6.2050
H 5.5954 0.4001 2.4975
H 6.6547 0.1739 1.1179
H 5.4886 -2.1100 2.8070
H 7.1417 -1.4970 2.9141
H 6.5884 -2.3044 1.4424
N 2.4303 6.5721 -2.1026
C 1.3827 5.7448 -1.8206
C 0.3443 6.1731 -0.9802
C -0.7042 5.3290 -0.6881
C -0.7263 4.0446 -1.2224
C 0.3002 3.5995 -2.0539
C 1.3468 4.4400 -2.3462
S -2.1188 3.0420 -0.9402
O -1.3696 2.3301 0.5045
O -2.1352 1.9992 -1.9577
N -1.8983 1.1479 0.9101
C -2.2134 -1.0441 0.3573
N -4.7345 -1.9193 0.4315
C -4.4745 -3.3447 0.4942
C -3.2652 -3.9198 0.4534
C -1.8841 -3.3956 0.3776
N -1.3698 -2.2309 0.3347
H 2.3660 7.5460 -1.8680
H 3.0700 6.3267 -2.8359
H 0.3661 7.1764 -0.5743
H -1.5102 5.6671 -0.0474
H 0.2545 2.5987 -2.4670
H 2.1474 4.1061 -2.9950
H -5.3499 -3.9780 0.5880
H -3.2855 -5.0032 0.4983
H -1.1436 -4.1938 0.3570
```

Output
- frontier orbital gap (eV) = 5.7
- charge = +1
- 2S+1 = 1
- highest occupied orbital energy (eV) = -9.378

Löwdin atomic charge list, values in e, 2 entries:
1. Pt 1.25
2. C -0.07


Molecular formula: C18H33INO2P2V
Method: DFT, ωB97M-V with the def2-TZVPD basis set

```
58
C18H33INO2P2V | the OMol25 dataset | ωB97M-V with the def2-TZVPD basis set
C -1.1988 -2.2818 -5.5529
C -0.8131 -1.8092 -4.2069
H -1.9201 -3.1128 -5.5161
H -0.2781 -2.5743 -6.0700
H -1.6209 -1.4246 -6.0891
O -1.2780 -2.1413 -3.1257
I 0.6715 -0.3191 -4.0934
V 0.1091 -0.5431 -0.7268
P -1.6855 0.7600 -1.1895
C -3.0984 0.7810 -0.0434
C -0.8660 2.3852 -0.9814
H -1.6238 3.1776 -0.9160
H -3.3817 1.4279 -2.6969
H -0.2200 2.5464 -1.8529
H -1.8229 1.1996 -3.5716
H -2.7974 1.1606 0.9402
H -0.2447 2.3679 -0.0741
C -2.4986 0.7925 -2.8124
H -3.8937 1.4061 -0.4689
H -2.7960 -0.2197 -3.1091
H -3.4502 -0.2512 0.0849
P 1.4246 -2.4027 -1.0393
C 1.1435 -3.5929 0.2844
C 1.5764 -3.4271 -2.5154
H 3.3138 -0.9385 -1.4109
H 3.8019 -2.4530 -0.5689
H 2.9855 -1.1292 0.3148
C 3.0423 -1.6680 -0.6386
H 2.0088 -2.8527 -3.3410
H 2.2106 -4.2802 -2.2588
H 1.6376 -4.5360 0.0356
H 0.0689 -3.7542 0.4317
H 0.5847 -3.7819 -2.8200
H 1.5604 -3.1890 1.2115
C -0.7555 -1.0941 0.9487
O -1.6583 -1.7171 1.4583
C 1.5364 3.0157 2.9724
N 0.3090 3.0085 2.1889
C 0.0367 4.3312 1.6568
C -0.8223 2.3884 2.9288
C -0.4092 1.0720 3.3008
C -0.4833 0.0135 4.0852
C 0.6764 -0.8810 4.0661
C 1.6739 -0.8012 3.1458
C 1.5601 -0.0699 1.9007
C 0.4616 -0.1906 1.1171
H 2.0690 3.9464 2.7256
H 2.1494 2.1442 2.7163
H 1.3653 2.9850 4.0653
H 0.7188 4.5180 0.8205
H -0.9927 4.3802 1.2968
H 0.1840 5.1261 2.4027
H -0.9989 2.9704 3.8698
H -1.7234 2.3054 2.3049
H -1.2920 -0.1513 4.8184
H 0.7267 -1.6638 4.8266
H 2.5849 -1.3923 3.3244
H 2.4319 0.4342 1.4464
```

Output
- frontier orbital gap (alpha / beta) (eV) = 5.7 / 5.9
- charge = +3
- 2S+1 = 2
- highest occupied orbital energy (alpha / beta) (eV) = -17.644 / -17.704

natural (NBO) atomic charge list, values in e, 2 entries:
1. C -0.75
2. C 0.50


Molecular formula: C4H5NO2
Method: DFT, ωB97M-V with the def2-TZVPD basis set

```
12
C4H5NO2 | the OMol25 dataset | ωB97M-V with the def2-TZVPD basis set
O 2.8262 -0.0039 -0.8338
C 1.8456 -0.4685 -1.1684
C 0.1222 0.1600 0.8330
C -0.5236 1.2591 0.0920
N -1.3491 0.3427 0.8939
C -0.7756 -0.8964 0.3474
O -0.8896 -1.2184 -0.9925
H -0.0091 -1.1173 -1.3818
H 0.7874 0.2115 1.6875
H -0.5996 1.2188 -0.9947
H -0.4661 2.2595 0.5164
H -0.9686 -1.7470 1.0010
```

Output
- frontier orbital gap (eV) = 10.6
- charge = 0
- energy above the lowest of the compared OMol25 structures with the same formula, charge and spin (kJ/mol) = 308.2
- 2S+1 = 1
- highest occupied orbital energy (eV) = -9.892

natural (NBO) atomic charge list, values in e, 2 entries:
1. O -0.48
2. C 0.50


Molecular formula: CHIN2
Method: DFT, ωB97M-V with the def2-TZVPD basis set

```
5
CHIN2 | the OMol25 dataset | ωB97M-V with the def2-TZVPD basis set
C 0.1102 -0.2915 1.2904
N 0.3680 -1.2770 0.7203
N -0.7295 1.2125 -1.6678
I 0.4870 -0.1350 -2.1962
H -0.2357 0.4910 1.8533
```

Output
- frontier orbital gap (alpha / beta) (eV) = 7.8 / 7.9
- charge = 0
- energy above the lowest of the compared OMol25 structures with the same formula, charge and spin (kJ/mol) = 329.3
- 2S+1 = 1
- highest occupied orbital energy (alpha / beta) (eV) = -9.036 / -9.012

natural (NBO) atomic charge list, values in e, 2 entries:
1. C 0.09
2. N -0.33


Copy entry 5 word for word.
Molecular formula: C4H5NO2
Method: DFT, ωB97M-V with the def2-TZVPD basis set

```
12
C4H5NO2 | the OMol25 dataset | ωB97M-V with the def2-TZVPD basis set
O 2.8262 -0.0039 -0.8338
C 1.8456 -0.4685 -1.1684
C 0.1222 0.1600 0.8330
C -0.5236 1.2591 0.0920
N -1.3491 0.3427 0.8939
C -0.7756 -0.8964 0.3474
O -0.8896 -1.2184 -0.9925
H -0.0091 -1.1173 -1.3818
H 0.7874 0.2115 1.6875
H -0.5996 1.2188 -0.9947
H -0.4661 2.2595 0.5164
H -0.9686 -1.7470 1.0010
```

Output
- frontier orbital gap (eV) = 10.6
- charge = 0
- energy above the lowest of the compared OMol25 structures with the same formula, charge and spin (kJ/mol) = 308.2
- 2S+1 = 1
- highest occupied orbital energy (eV) = -9.892

natural (NBO) atomic charge list, values in e, 2 entries:
1. O -0.48
2. C 0.50


What is the formula in the sixth record? CHIN2


What is the formula in the sixth record? CHIN2


Which value of 2S+1 does entry 1 give? 1